1.
Formula: C2H6N5
Source: the Open Molecules 2025 dataset
Level of theory: wB97M-V/def2-TZVPD

```
! RIJCOSX wB97M-V def2-TZVPD def2/J DEFGRID3
* xyz 1 1
N 0.0706 0.4277 -1.7560
N 0.2783 0.1227 -0.4649
N 1.4393 -0.2970 0.1614
C 1.1401 -0.5905 1.4234
N -0.1360 -0.4276 1.6963
C -0.7391 0.0009 0.6046
N -1.9959 0.2905 0.3837
H 0.1475 -0.3516 -2.4025
H 0.5549 1.2566 -2.0862
H 2.3398 -0.3239 -0.2975
H 1.8642 -0.9116 2.1476
H -2.6743 0.2243 1.1276
H -2.2893 0.5795 -0.5375
*
```

Computed properties:
SMILES: Nn1[nH]cnc1=[NH2+]
Energy above the lowest of the compared OMol25 structures with the same formula, charge and spin: 19.2 kcal per mole
HOMO energy: -14.18 eV
E_tot: -9614.1828 eV

Atom charges from the natural (NBO) analysis, given in e for atoms 1 to 4: number 1, N, carries -0.625; number 2, N, carries -0.077; number 3, N, carries -0.345; number 4, C, carries 0.296

---

2.
Formula: C21H34N5O5P
Source: the Open Molecules 2025 dataset
Level of theory: wB97M-V/def2-TZVPD

```
! RIJCOSX wB97M-V def2-TZVPD def2/J DEFGRID3
* xyz 0 1
N -0.1014 -2.9442 1.8376
C 0.5853 -2.4153 0.6375
C -0.1302 -2.7833 -0.7531
C -0.4367 -1.4588 -1.5003
C -1.1529 -0.3615 -1.1250
C -1.9145 -0.1686 0.2249
C -3.2222 0.7062 0.0349
C -4.5452 -0.0782 0.2902
O -5.1301 -0.0970 1.3442
N -5.1368 -0.8066 -0.8601
C -5.0482 -2.2467 -0.6479
C -3.9358 -2.9470 -1.2801
C -3.7227 -4.3769 -1.1357
C -4.6508 -5.1590 -0.3044
C -5.7729 -4.4568 0.3206
C -5.9972 -3.0126 0.1495
C -1.0428 0.6588 -2.3055
O -1.3766 1.7992 -2.3459
O -0.4006 0.0295 -3.3887
C 0.1117 -1.2068 -2.9429
O 0.8422 -1.8742 -3.5965
H -0.4672 -3.8682 1.5968
H -0.8663 -2.3288 2.1307
H 1.6440 -2.7997 0.6828
H 0.6350 -1.2910 0.6989
H 0.6588 -3.3084 -1.3654
H -1.0065 -3.4656 -0.6360
H -2.1951 -1.1694 0.6566
H -1.2313 0.3092 0.9844
H -3.1862 1.5704 0.7551
H -3.3154 1.1522 -0.9946
H -6.1418 -0.5938 -0.8905
H -3.2175 -2.3530 -1.8944
H -2.8514 -4.8184 -1.6716
H -4.5071 -6.2572 -0.1941
H -6.4583 -5.0758 0.9403
H -6.8844 -2.5442 0.6319
C 1.3928 2.9633 -0.5567
N 1.6809 2.5598 0.7976
C 0.5608 2.7919 1.6979
P 3.1302 1.9469 1.4585
O 2.5183 0.6341 1.9558
N 4.1264 1.1639 0.2777
C 3.6678 0.8713 -1.0655
C 4.8597 0.0048 0.7874
N 3.9180 3.4572 1.0414
C 3.4710 4.6696 1.7238
C 5.1581 3.6280 0.2994
H 2.2139 3.5138 -1.0227
H 0.5292 3.6332 -0.6081
H 1.1469 2.0948 -1.1757
H 0.4935 3.8556 1.9583
H 0.6693 2.2344 2.6303
H -0.3887 2.4854 1.2465
H 2.7682 0.2410 -1.0699
H 4.4455 0.3608 -1.6404
H 3.4737 1.7865 -1.6263
H 4.2361 -0.8962 0.8146
H 5.2269 0.1925 1.7988
H 5.7355 -0.2014 0.1649
H 2.8126 5.2597 1.0742
H 4.3008 5.3059 2.0373
H 2.9201 4.4236 2.6334
H 4.9615 3.6276 -0.7761
H 5.8896 2.8557 0.5296
H 5.6505 4.5776 0.5296
*
```

Computed properties:
SMILES: NCCC1=C(CCC(=O)Nc2ccccc2)C(=O)OC1=O.CN(C)P(=O)(N(C)C)N(C)C
HOMO energy: -8.14 eV
E_tot: -49301.4360 eV

Atom charges from the natural (NBO) analysis, given in e for atoms 1 to 4: number 1, N, carries -0.827; number 2, C, carries -0.217; number 3, C, carries -0.484; number 4, C, carries -0.048

---

Q: What is the formula in the first record?
A: C2H6N5

---

Q: Look up the HOMO energy of the first one.
A: -14.18 eV